{"formula": "C28H17Cl2N7O2S2Sc", "method": "ωB97M-V/def2-TZVPD", "relative_energy_kj_mol": 21.9, "e_tot_ha": -4088.78262, "e_homo_ev": -4.14, "total_charge": -1, "lumo_energy_ev": 2.1169, "multiplicity": 1, "elements": ["Sc", "Cl", "C", "C", "C", "N", "C", "O", "C", "C", "C", "C", "C", "N", "C", "C", "C", "Cl", "N", "C", "O", "C", "C", "C", "C", "C", "N", "H", "H", "H", "H", "H", "H", "H", "H", "H", "H", "N", "C", "C", "C", "C", "C", "C", "N", "C", "C", "C", "S", "C", "N", "H", "H", "H", "H", "H", "H", "H", "S"], "coordinates": [[-0.43, 0.12, -0.45], [-0.42, 6.75, -2.32], [-0.48, 5.32, -1.33], [-0.83, 4.12, -1.92], [-0.88, 2.94, -1.17], [-1.19, 1.68, -1.71], [-2.14, 1.59, -2.68], [-2.77, 2.51, -3.18], [-2.30, 0.19, -3.22], [-2.46, 0.02, -4.55], [-2.50, -1.33, -5.09], [-2.04, -2.35, -4.36], [-1.39, -2.04, -3.03], [-2.07, -0.91, -2.40], [-0.57, 3.00, 0.21], [-0.22, 4.22, 0.79], [-0.18, 5.37, 0.03], [0.26, 6.87, 0.81], [-0.60, 1.77, 0.88], [-0.82, 1.66, 2.20], [-0.93, 2.54, 3.05], [-0.95, 0.21, 2.64], [-1.21, -0.08, 3.97], [-1.31, -1.41, 4.36], [-1.14, -2.40, 3.40], [-0.89, -2.02, 2.09], [-0.79, -0.75, 1.72], [-1.08, 4.09, -2.96], [-2.58, 0.89, -5.17], [-2.94, -1.50, -6.07], [-2.11, -3.38, -4.69], [-1.44, -2.88, -2.34], [-0.01, 4.26, 1.84], [-1.33, 0.75, 4.66], [-1.51, -1.67, 5.39], [-1.21, -3.45, 3.65], [-0.78, -2.76, 1.30], [2.80, -2.44, 0.70], [2.99, -1.77, 1.90], [3.66, -2.11, 3.06], [3.63, -1.19, 4.09], [2.95, 0.03, 3.96], [2.29, 0.36, 2.79], [2.31, -0.56, 1.75], [1.72, -0.51, 0.49], [2.05, -1.63, -0.10], [1.57, -1.97, -1.43], [2.00, -3.00, -2.18], [1.16, -3.03, -3.73], [0.08, -1.62, -3.18], [0.58, -1.15, -1.90], [3.11, -3.36, 0.45], [4.19, -3.05, 3.16], [4.14, -1.41, 5.03], [2.95, 0.73, 4.78], [1.77, 1.31, 2.68], [2.81, -3.69, -1.97], [0.13, -0.85, -3.94], [-2.66, -1.04, -0.77]], "mulliken_charge": [0.006, -0.247, 0.164, -0.669, -0.062, 0.281, 0.324, -0.697, 0.435, -1.078, -0.206, -0.983, -0.011, 0.055, 0.051, -0.347, -0.099, -0.245, 0.301, -0.045, -0.799, 0.603, -0.778, -0.439, -0.936, -0.318, 0.650, 0.566, 0.476, 0.425, 0.401, 0.485, 0.571, 0.534, 0.415, 0.435, 0.463, -0.020, 0.631, -1.165, -0.431, -0.844, -0.544, 0.539, -0.290, 0.480, -0.768, -0.169, -0.331, -0.365, 0.189, 0.247, 0.400, 0.377, 0.441, 0.560, 0.334, 0.509, -0.462]}

***

{"formula": "C28H17CoF4N5O5S5", "method": "ωB97M-V/def2-TZVPD", "relative_energy_kj_mol": 30.4, "e_tot_ha": -5500.35870, "e_homo_ev": [-2.04, -2.10], "total_charge": -2, "s2": 0.76, "lumo_energy_ev": [3.3444, 3.3148], "multiplicity": 2, "elements": ["Co", "O", "C", "O", "C", "O", "C", "C", "O", "O", "H", "H", "H", "H", "H", "S", "C", "S", "C", "C", "S", "S", "S", "C", "N", "C", "C", "C", "C", "C", "C", "C", "C", "H", "H", "H", "H", "H", "H", "H", "H", "H", "H", "H", "H", "F", "C", "C", "F", "C", "C", "C", "F", "C", "C", "C", "N", "C", "N", "F", "C", "C", "N", "C", "N"], "coordinates": [[-0.34, -0.06, 0.23], [2.71, -2.32, 1.95], [1.97, -1.37, 1.37], [0.85, -1.61, 0.97], [2.70, -0.06, 1.31], [1.86, 0.94, 0.82], [2.41, 1.83, -0.16], [1.84, -0.04, -1.57], [2.90, -0.62, -1.66], [0.67, -0.49, -1.44], [2.19, -3.14, 1.91], [3.56, -0.23, 0.65], [3.06, 0.18, 2.31], [3.50, 1.75, -0.12], [2.08, 2.84, 0.06], [-4.85, 4.33, 3.64], [-3.76, 3.35, 2.86], [-2.91, 2.07, 3.65], [-1.97, 1.54, 2.29], [-2.18, 2.20, 1.14], [-1.33, 1.80, -0.32], [-3.36, 3.48, 1.19], [-0.84, 0.23, 2.38], [-3.79, 1.10, -2.84], [-2.87, 0.28, -3.61], [-3.53, -0.47, -4.65], [-1.81, -0.35, -2.84], [-2.23, -1.26, -1.69], [-3.10, -2.31, -2.01], [-3.63, -3.17, -1.06], [-3.27, -2.99, 0.26], [-2.37, -1.99, 0.61], [-1.82, -1.13, -0.35], [-4.39, 1.70, -3.53], [-3.23, 1.77, -2.20], [-4.47, 0.51, -2.21], [-3.94, 0.23, -5.38], [-4.36, -1.10, -4.30], [-2.80, -1.10, -5.16], [-1.19, 0.45, -2.46], [-1.19, -0.91, -3.54], [-3.37, -2.45, -3.05], [-4.30, -3.96, -1.36], [-3.69, -3.63, 1.04], [-2.10, -1.88, 1.64], [-0.63, 1.20, -5.71], [-0.98, 2.40, -5.21], [-2.02, 3.06, -5.81], [-2.63, 2.44, -6.84], [-2.49, 4.31, -5.38], [-1.79, 4.80, -4.27], [-0.75, 4.13, -3.66], [-0.14, 4.75, -2.64], [-0.29, 2.90, -4.11], [0.84, 2.17, -3.49], [1.17, 2.26, -2.19], [1.91, 1.45, -1.45], [1.71, 1.38, -4.33], [2.47, 0.80, -4.97], [-2.11, 6.01, -3.76], [-3.57, 5.02, -6.03], [-4.13, 6.21, -5.52], [-4.65, 7.18, -5.16], [-4.12, 4.61, -7.27], [-4.59, 4.35, -8.30]], "mulliken_charge": [0.020, -0.548, 0.550, -0.472, -0.494, -0.350, -0.719, -0.160, -0.651, -0.354, 0.395, 0.376, 0.479, 0.331, 0.426, -0.318, 0.111, -0.188, 0.467, -0.398, -0.243, -0.015, -0.560, -0.976, 0.923, -1.343, -0.023, 1.107, -0.555, -0.823, -0.823, -0.516, 0.912, 0.389, 0.130, 0.223, 0.347, 0.377, 0.339, -1.020, 0.653, 0.430, 0.365, 0.379, 0.375, -0.517, 0.166, 0.577, -0.464, 0.349, 0.332, 0.294, -0.438, 0.792, 0.607, -0.521, 0.591, -0.195, -0.675, -0.390, 0.221, 0.101, -0.763, 0.161, -0.785]}

***

{"formula": "C28H19Cl2N8O4RuS", "method": "ωB97M-V/def2-TZVPD", "relative_energy_kj_mol": 0.0, "e_tot_ha": -3230.77206, "e_homo_ev": [-10.26, -10.26], "total_charge": 1, "lumo_energy_ev": [-5.1142, -5.1247], "multiplicity": 1, "elements": ["Ru", "Cl", "C", "C", "C", "N", "C", "O", "C", "C", "C", "C", "C", "N", "C", "C", "C", "Cl", "N", "C", "O", "C", "C", "C", "C", "C", "N", "H", "H", "H", "H", "H", "H", "H", "H", "H", "H", "N", "C", "C", "C", "C", "C", "C", "S", "O", "O", "N", "C", "N", "C", "C", "C", "N", "H", "H", "H", "H", "H", "H", "H", "H", "H"], "coordinates": [[0.27, -0.19, -0.48], [-0.27, 6.35, 0.98], [0.25, 4.71, 0.99], [-0.52, 3.78, 0.35], [-0.09, 2.44, 0.35], [-0.78, 1.37, -0.13], [-2.10, 1.41, -0.64], [-2.91, 2.25, -0.36], [-2.39, 0.23, -1.52], [-3.56, 0.19, -2.25], [-3.78, -0.90, -3.08], [-2.82, -1.90, -3.15], [-1.68, -1.78, -2.38], [-1.46, -0.74, -1.58], [1.16, 2.08, 0.94], [1.90, 3.05, 1.63], [1.45, 4.34, 1.65], [2.39, 5.53, 2.45], [1.45, 0.76, 0.80], [2.15, 0.01, 1.73], [3.06, 0.35, 2.43], [1.52, -1.36, 1.85], [2.00, -2.30, 2.74], [1.29, -3.49, 2.89], [0.14, -3.69, 2.15], [-0.27, -2.71, 1.27], [0.41, -1.57, 1.12], [-1.44, 4.07, -0.13], [-4.26, 1.00, -2.15], [-4.68, -0.96, -3.68], [-2.95, -2.75, -3.79], [-0.90, -2.53, -2.42], [2.84, 2.78, 2.11], [2.89, -2.07, 3.30], [1.64, -4.24, 3.59], [-0.44, -4.59, 2.26], [-1.16, -2.82, 0.66], [4.41, 4.61, -6.08], [3.42, 3.89, -5.47], [3.09, 4.13, -4.13], [2.11, 3.40, -3.51], [1.44, 2.40, -4.22], [1.76, 2.15, -5.55], [2.74, 2.89, -6.17], [0.19, 1.50, -3.44], [-0.44, 0.61, -4.38], [-0.65, 2.39, -2.68], [0.98, 0.60, -2.28], [1.66, -0.52, -2.64], [1.60, -1.40, -1.61], [2.13, -2.60, -1.75], [2.78, -2.93, -2.92], [2.82, -1.96, -3.92], [2.26, -0.76, -3.80], [4.78, 5.43, -5.63], [4.53, 4.55, -7.08], [3.61, 4.91, -3.58], [1.85, 3.59, -2.48], [1.23, 1.37, -6.08], [2.98, 2.70, -7.21], [2.05, -3.29, -0.92], [3.24, -3.90, -3.06], [3.32, -2.15, -4.86]], "mulliken_charge": [-1.089, -0.168, -0.121, -0.803, 0.804, 0.495, -0.053, -0.569, 0.956, -0.848, -0.502, -0.833, -0.261, 0.500, 0.067, -1.095, 0.309, -0.158, 0.505, -0.174, -0.617, 0.913, -0.649, -0.353, -0.812, -0.147, 0.254, 0.604, 0.560, 0.451, 0.455, 0.504, 0.633, 0.535, 0.457, 0.454, 0.465, -0.479, 1.087, -0.775, -0.674, -0.560, -0.224, -0.859, 1.664, -0.788, -0.725, 0.384, 0.387, 0.272, 0.066, -0.835, -0.385, -0.479, 0.204, 0.203, 0.310, 0.461, 0.504, 0.299, 0.401, 0.429, 0.440]}

***

Q: multiplicity of number 3 (C28H19Cl2N8O4RuS)?
A: 1